# 1
{"formula": "C24H21Cl3NOPSiZn", "method": "ωB97M-V/def2-TZVPD", "elements": ["Zn", "C", "C", "C", "C", "C", "H", "H", "H", "H", "H", "O", "N", "C", "C", "C", "C", "C", "C", "C", "P", "C", "C", "C", "C", "C", "C", "C", "C", "C", "C", "C", "C", "H", "H", "H", "H", "H", "H", "H", "H", "H", "H", "H", "H", "H", "H", "H", "H", "Cl", "Si", "Cl", "Cl"], "positions_angstrom": [[-0.52317, -0.19798, 0.44990], [-0.68467, -1.20645, -2.03589], [-1.28850, 0.04813, -1.94328], [-2.27317, -0.00810, -0.92371], [-2.26764, -1.34053, -0.41062], [-1.26917, -2.05795, -1.09100], [0.05218, -1.50117, -2.76209], [-1.11075, 0.88301, -2.60282], [-3.09196, 0.68570, -0.78744], [-3.02145, -1.76272, 0.23368], [-1.07406, -3.11205, -0.97866], [-0.64058, 2.67466, -0.23732], [0.49398, 1.87932, -0.17703], [1.54105, 2.52588, 0.14593], [2.89599, 2.01161, 0.19042], [3.91324, 2.97474, 0.24380], [5.24675, 2.61778, 0.26641], [5.59906, 1.27633, 0.25331], [4.60993, 0.31201, 0.19456], [3.26040, 0.65791, 0.15980], [2.04078, -0.70756, 0.08063], [2.77147, -1.68802, -1.27342], [2.56561, -1.20053, -2.56138], [2.97673, -1.93628, -3.65553], [3.58123, -3.17112, -3.47324], [3.80446, -3.64796, -2.19380], [3.40824, -2.90862, -1.09226], [2.41045, -1.67399, 1.58270], [3.17512, -1.22161, 2.65152], [3.27115, -1.98793, 3.80198], [2.59786, -3.19449, 3.90071], [1.81790, -3.64293, 2.84520], [1.72015, -2.88174, 1.69681], [-1.30401, 2.12688, -0.69626], [1.44182, 3.59406, 0.34651], [3.64115, 4.02062, 0.26712], [6.01049, 3.38024, 0.30573], [6.63823, 0.98382, 0.28618], [4.88094, -0.73485, 0.18281], [2.06548, -0.24982, -2.68702], [2.79942, -1.55727, -4.65039], [3.87030, -3.76158, -4.33012], [4.27032, -4.61086, -2.04556], [3.58589, -3.28461, -0.09493], [3.68406, -0.27013, 2.59404], [3.85177, -1.62061, 4.63658], [2.66083, -3.77604, 4.80862], [1.26633, -4.56942, 2.92822], [1.11320, -3.21941, 0.86552], [-2.17194, 1.40228, 3.40320], [-0.65783, 0.17328, 2.79417], [1.05985, 1.14152, 3.41440], [-0.74837, -1.47665, 4.00581]], "gap_ha": 0.2668, "e_lumo_ev": -0.33}

---

# 2
{"formula": "C24H21ClF16N2O7S2", "method": "ωB97M-V/def2-TZVPD", "elements": ["C", "C", "O", "O", "C", "C", "C", "C", "Cl", "C", "C", "C", "O", "O", "C", "C", "O", "C", "S", "C", "N", "S", "N", "C", "H", "H", "H", "H", "H", "H", "H", "H", "H", "H", "H", "H", "H", "C", "C", "C", "F", "F", "F", "F", "O", "C", "C", "F", "F", "F", "F", "H", "H", "H", "H", "C", "C", "C", "F", "F", "F", "F", "O", "C", "C", "F", "F", "F", "F", "H", "H", "H", "H"], "positions_angstrom": [[2.27195, -0.90304, 1.88663], [0.98229, -1.50201, 1.41871], [0.96190, -2.41114, 0.63494], [-0.11646, -0.92218, 1.92271], [-1.21989, -1.82212, 2.06100], [-2.54345, -1.11481, 2.37334], [-2.67300, 0.32424, 1.93501], [-2.36631, 0.84615, 0.70841], [-1.77685, -0.19985, -0.54817], [-2.53595, 2.23688, 0.35901], [-2.09163, 2.69349, -1.01581], [-0.60300, 2.89759, -0.94088], [0.20910, 2.20158, -1.46519], [-0.20199, 3.99334, -0.19163], [0.32369, 3.65949, 1.06014], [1.63801, 2.94506, 1.12169], [-0.28105, 3.94852, 2.03720], [-3.07417, 3.11678, 1.27151], [-3.35834, 4.83867, 0.93526], [-3.40849, 2.60877, 2.56204], [-3.92721, 3.32873, 3.55347], [-4.13211, 2.31126, 4.78352], [-3.58275, 0.95879, 4.13146], [-3.21103, 1.24377, 2.88360], [3.03684, -1.66466, 1.84957], [2.16853, -0.47127, 2.87640], [2.55940, -0.12024, 1.18822], [-1.36121, -2.46939, 1.20681], [-0.98244, -2.47591, 2.89799], [-2.68108, -1.12345, 3.44786], [-3.37150, -1.67131, 1.93802], [-2.28859, 1.94861, -1.77100], [-2.52319, 3.66000, -1.23847], [2.15878, 2.98773, 0.17433], [1.41685, 1.92175, 1.41283], [2.22036, 3.39028, 1.91732], [-4.40806, 4.68334, 0.11297], [-0.07031, -7.69676, 1.09216], [-1.10193, -6.76483, 0.43330], [-1.05172, -5.28443, 0.80920], [-1.30824, -5.09661, 2.12223], [-2.00217, -4.61277, 0.11319], [-2.34617, -7.25265, 0.63271], [-0.86100, -6.81600, -0.90653], [-0.50294, -8.46780, 2.20078], [-0.43910, -7.97832, 3.48201], [-1.82778, -7.90676, 4.12027], [-2.62608, -7.07604, 3.42261], [-1.71246, -7.42383, 5.37828], [0.19814, -6.79468, 3.54087], [0.28884, -8.85483, 4.20925], [0.15830, -8.44062, 0.33083], [0.86852, -7.18248, 1.29672], [-0.07869, -4.84605, 0.56775], [-2.28362, -8.89818, 4.15105], [3.81126, 3.78801, -5.68928], [2.80182, 4.67414, -6.44021], [2.98749, 6.19037, -6.35036], [2.85328, 6.62996, -5.08473], [2.03487, 6.79333, -7.10069], [1.54629, 4.34065, -6.07544], [2.93245, 4.36378, -7.76215], [3.41341, 3.26679, -4.43426], [3.61456, 3.96934, -3.27105], [2.29296, 4.26945, -2.56670], [1.50096, 5.03410, -3.34780], [2.54761, 4.96327, -1.42868], [4.34451, 5.08279, -3.47560], [4.33487, 3.17490, -2.44500], [3.92314, 2.90387, -6.31480], [4.79879, 4.24728, -5.64417], [3.96872, 6.48388, -6.73417], [1.76342, 3.34426, -2.32244]], "gap_ha": 0.2954, "e_lumo_ev": -0.91}

---

# 3
{"formula": "C24H21CrN8O2S2", "method": "ωB97M-V/def2-TZVPD", "elements": ["Cr", "N", "C", "S", "N", "N", "C", "C", "C", "C", "C", "C", "C", "C", "C", "C", "C", "C", "N", "H", "H", "H", "H", "H", "H", "H", "H", "H", "H", "H", "O", "N", "N", "O", "C", "C", "C", "C", "C", "C", "H", "H", "H", "H", "H", "C", "C", "C", "C", "N", "C", "S", "N", "H", "H", "H", "H", "H"], "positions_angstrom": [[-0.75143, 0.61862, -0.10254], [-5.00855, 1.46117, -0.61607], [-3.79102, 0.97180, -0.29718], [-2.78145, 1.88033, 0.75091], [-3.47641, -0.20320, -0.80053], [-2.21264, -0.58097, -0.60323], [-1.93790, -1.85927, -0.68394], [-2.96195, -2.90858, -0.83843], [-4.07184, -2.94314, 0.00641], [-5.00528, -3.95886, -0.10796], [-4.84732, -4.94997, -1.06697], [-3.75449, -4.91664, -1.91943], [-2.81822, -3.90132, -1.80792], [-0.51854, -2.15780, -0.60335], [0.04097, -3.43263, -0.51636], [1.41487, -3.56655, -0.48875], [2.21255, -2.43259, -0.58977], [1.59283, -1.20084, -0.63315], [0.27048, -1.06324, -0.58937], [-5.36871, 2.21963, -0.06856], [-5.64589, 0.86284, -1.11523], [-4.18954, -2.18076, 0.76312], [-5.85958, -3.98200, 0.55599], [-5.57784, -5.74402, -1.15310], [-3.62856, -5.68633, -2.66996], [-1.98350, -3.85971, -2.49681], [-0.60851, -4.29236, -0.44818], [1.86697, -4.54475, -0.39270], [3.29059, -2.49884, -0.61160], [2.15732, -0.28077, -0.70536], [-0.68736, -0.16089, 1.74251], [0.44573, -0.14549, 2.32441], [1.28747, 0.63146, 1.76593], [0.96279, 1.34855, 0.70626], [2.63685, 0.64892, 2.21561], [3.00149, 0.01828, 3.40235], [4.33494, -0.01009, 3.76748], [5.29927, 0.58714, 2.96549], [4.92097, 1.22974, 1.79678], [3.58885, 1.26793, 1.41645], [2.24086, -0.44267, 4.01483], [4.62735, -0.50577, 4.68362], [6.34162, 0.55667, 3.25412], [5.66599, 1.70081, 1.16939], [3.27724, 1.76834, 0.50998], [2.82361, 5.36812, -1.95740], [1.63645, 4.58512, -1.48173], [0.91498, 4.97895, -0.35433], [-0.14578, 4.17443, 0.01746], [-0.45438, 3.07815, -0.65580], [0.29687, 2.76020, -1.71834], [-0.15762, 1.25121, -2.42701], [1.32348, 3.48704, -2.16541], [2.63600, 6.43994, -1.89462], [3.05989, 5.09228, -2.98211], [3.68877, 5.14048, -1.33058], [1.17010, 5.87113, 0.20031], [-0.78383, 4.41079, 0.86438]], "gap_ha": [0.2519, 0.2448], "spin_multiplicity": 4, "e_lumo_ev": [-0.59, -0.91]}

---

# 4
{"formula": "C24H21F5N3O2PdTe", "method": "ωB97M-V/def2-TZVPD", "elements": ["Pd", "O", "C", "C", "C", "C", "C", "C", "C", "O", "N", "N", "C", "C", "C", "C", "C", "C", "N", "H", "H", "H", "H", "H", "H", "H", "H", "H", "H", "F", "C", "F", "C", "F", "F", "F", "C", "C", "C", "C", "C", "C", "Te", "C", "C", "C", "H", "H", "H", "H", "H", "H", "H", "H", "H", "H", "H"], "positions_angstrom": [[0.10176, 0.04969, 0.71129], [-3.61680, 0.20609, -3.00181], [-4.63491, -0.02434, -2.16135], [-5.93532, -0.12826, -2.65599], [-6.99752, -0.32350, -1.79643], [-6.79389, -0.40513, -0.42662], [-5.50979, -0.33335, 0.07128], [-4.42229, -0.16717, -0.77938], [-3.04486, -0.15087, -0.25046], [-2.07675, 0.25842, -0.94088], [-2.96847, -0.60630, 0.99832], [-1.83195, -0.71698, 1.61977], [-1.83532, -0.74576, 2.92590], [-0.64539, -0.77751, 3.69989], [-0.72119, -0.74302, 5.10591], [0.43341, -0.67198, 5.84265], [1.65771, -0.67881, 5.17440], [1.64954, -0.75172, 3.79367], [0.54872, -0.78707, 3.05976], [-2.80643, 0.29163, -2.42053], [-6.09482, -0.04935, -3.72070], [-7.99907, -0.39383, -2.19882], [-7.63447, -0.52728, 0.24356], [-5.32499, -0.38853, 1.13249], [-2.78308, -0.65571, 3.45468], [-1.69166, -0.75876, 5.57927], [0.39505, -0.61166, 6.92091], [2.59014, -0.63664, 5.71613], [2.58659, -0.79434, 3.25248], [-1.24254, 2.70526, 0.54097], [-0.39253, 1.91287, 1.27359], [-0.75298, 2.10886, 2.59497], [1.00505, 2.44420, 1.08912], [1.46833, 2.11654, -0.14299], [1.20690, 3.77542, 1.21563], [1.85314, 1.85887, 1.96073], [6.04921, 0.56567, -3.37261], [4.72187, 0.16919, -2.78618], [4.57134, -0.11961, -1.43947], [3.35570, -0.55168, -0.92354], [3.24144, -0.81225, 0.54506], [2.25652, -0.71990, -1.77181], [0.47931, -1.69295, -1.05912], [2.36796, -0.33060, -3.11233], [1.17144, -0.31361, -4.01494], [3.59653, 0.08937, -3.59814], [6.82366, 0.62357, -2.61097], [5.98375, 1.53878, -3.85891], [6.36909, -0.15634, -4.12599], [5.42204, -0.02890, -0.77225], [4.08665, -0.38970, 1.08549], [3.19383, -1.88298, 0.75042], [2.30480, -0.35643, 0.92036], [0.51909, 0.51189, -3.72173], [0.59624, -1.23692, -3.92196], [1.47237, -0.17923, -5.05212], [3.67785, 0.37266, -4.64063]], "gap_ha": 0.2076, "total_charge": -1, "e_lumo_ev": 1.83}

---

| no. | E_tot (eV) |
| --- | --- |
| 1 | -131920.847 |
| 2 | -120214.492 |
| 3 | -91336.056 |
| 4 | -58155.260 |